Entry 1:
ORCA calculation (wB97M-V/def2-TZVPD) on a structure of composition C14H39FN5NbO2P at a distorted geometry.

Results
**Electronic energy**: -1479.0648 hartree
**Net charge**: -1
**2S+1**: 1
**Lowest unoccupied orbital energy**: 0.0531 Ha
**Gap between HOMO and LUMO**: 5.67 eV

XYZ file:
```
63
Properties=species:S:1:pos:R:3:forces:R:3
N 3.083113 4.396152 -3.249113 0.4 0.0 -0.2
P 2.617854 3.873088 -4.706944 0.0 0.7 0.5
Nb 3.703040 1.580195 -5.321757 1.9 -1.8 2.5
N 4.562612 1.413086 -3.384590 -1.7 0.9 -1.5
C 5.488555 2.797056 -6.133727 0.1 -1.0 0.6
O 5.264104 3.563034 -7.004911 -0.1 1.4 -1.1
N 6.900678 2.693403 -5.657078 0.5 -0.8 1.8
C 7.323961 3.778058 -4.894608 0.1 -1.2 -0.8
O 7.613549 4.785415 -5.393154 0.5 3.0 -0.9
F 7.443556 3.695508 -3.545554 -0.3 -1.2 0.0
H 3.577177 5.282672 -3.331049 -0.1 -0.1 0.1
H 3.034863 4.802380 -5.706129 -0.7 -0.1 -0.1
H 1.180015 3.808337 -4.691690 0.3 0.2 -0.6
H 2.196797 0.735616 -4.730645 -0.3 0.0 0.1
H 2.975183 1.659230 -6.993491 -0.4 0.0 0.0
H 4.541151 0.026150 -5.777026 -0.1 0.0 -0.8
H 3.835784 1.136388 -2.718948 0.4 -0.2 0.1
H 4.906113 2.323687 -3.066519 0.1 -0.2 0.1
H 7.097120 1.796494 -5.218304 -0.6 0.2 0.3
C 0.113674 1.834058 0.268266 0.0 0.0 0.1
C -0.183511 0.856687 -0.859996 0.0 0.1 0.1
N 0.684604 -0.307039 -0.860350 0.2 -0.2 -0.1
C 0.610611 -1.082362 -2.090089 0.0 0.1 -0.3
C -0.721461 -1.760262 -2.427569 0.0 -0.2 -0.1
C 0.715114 -1.078980 0.368720 0.1 0.2 0.3
C -0.609958 -1.640561 0.895493 0.0 -0.2 0.2
H 1.164230 2.129103 0.265141 0.0 -0.1 0.0
H -0.488030 2.736352 0.143930 0.0 0.0 0.0
H -0.127943 1.414537 1.248093 0.0 0.0 0.0
H -0.039710 1.395186 -1.800697 0.1 -0.2 -0.1
H -1.247940 0.577119 -0.818822 -0.1 0.1 0.0
H 1.398665 -1.841478 -2.085307 0.0 0.0 0.2
H 0.869082 -0.417659 -2.919529 0.0 0.1 0.1
H -0.905905 -2.632410 -1.799291 -0.1 0.0 0.0
H -0.697575 -2.114433 -3.461160 0.0 0.0 0.0
H -1.568307 -1.077950 -2.337461 0.0 0.0 0.0
H 1.149908 -0.451883 1.153531 -0.1 0.1 -0.1
H 1.428679 -1.900615 0.258227 0.0 0.0 -0.2
H -1.414432 -0.902121 0.879349 0.0 0.0 -0.1
H -0.484448 -1.958478 1.934888 0.0 0.0 0.0
H -0.931295 -2.517390 0.334119 -0.1 0.1 0.0
C -3.888342 -3.920734 6.340959 -0.1 -0.1 0.0
C -3.718672 -2.434004 6.061437 -0.1 -0.1 0.0
N -3.129374 -2.153907 4.765189 0.3 0.1 -0.2
C -2.692935 -0.772234 4.614694 0.1 0.1 0.1
C -3.767880 0.318211 4.649425 0.0 0.2 -0.1
C -3.815908 -2.723415 3.614597 -0.1 -0.3 0.0
C -5.288697 -2.354060 3.410349 -0.1 0.0 -0.2
H -2.944257 -4.454213 6.215739 0.0 0.0 -0.1
H -4.223203 -4.068051 7.369809 0.0 0.0 0.0
H -4.634795 -4.377279 5.688345 0.0 0.0 0.0
H -3.058543 -2.031640 6.835625 0.0 0.2 -0.2
H -4.690810 -1.934557 6.189457 0.0 0.0 0.1
H -2.122125 -0.674996 3.686546 -0.1 -0.2 0.0
H -1.970777 -0.558093 5.409737 -0.1 -0.1 0.1
H -4.354483 0.339897 3.731714 -0.1 0.0 0.1
H -3.291212 1.297166 4.742878 0.0 0.0 0.0
H -4.446128 0.205143 5.496739 0.0 0.0 0.0
H -3.748126 -3.813622 3.680919 0.0 0.0 0.1
H -3.259452 -2.477975 2.705693 0.1 0.2 0.1
H -5.869485 -2.426141 4.331822 0.0 0.0 0.0
H -5.739555 -3.040756 2.689547 0.0 0.0 0.0
H -5.404517 -1.350110 3.004529 0.0 0.0 0.1
```
Positions in Å, forces in eV/Å.

Results of the Mulliken charge analysis, in e, for atoms 1 through 6:
1. N -0.68
2. P 0.14
3. Nb -0.44
4. N -0.82
5. C 0.35
6. O -0.43


Entry 2:
ORCA calculation (wB97M-V/def2-TZVPD) on a structure of composition C34H48BClFeIN7O3S at a distorted geometry.

Results
**Electronic energy**: -4378.3416 hartree
**Net charge**: -2
**2S+1**: 5
**Lowest unoccupied orbital energy (spin up / spin down)**: 0.1509 / 0.1509 Ha
**Gap between HOMO and LUMO (spin up / spin down)**: 6.84 / 6.85 eV

XYZ file:
```
97
Properties=species:S:1:pos:R:3:forces:R:3
Fe 0.465669 -1.036234 0.055847 1.0 1.3 -0.9
C -4.512319 1.406355 -2.718384 0.2 -0.1 0.1
C -4.042114 0.373137 -1.746994 -0.4 -0.1 0.1
C -4.803894 -0.529627 -1.033511 0.0 0.2 -0.2
C -3.876863 -1.264754 -0.273998 0.1 0.2 -0.2
N -2.649638 -0.826868 -0.521443 0.1 -0.7 0.6
N -2.750993 0.162831 -1.411288 -0.5 0.4 -0.4
B -1.544829 0.952688 -1.946831 0.0 -0.5 0.5
N -0.636293 -0.019248 -2.728587 0.1 0.4 -0.5
N -0.361843 -1.271684 -2.315947 0.2 -0.5 0.8
C 0.105548 -1.948408 -3.361313 -0.1 0.3 0.0
C 0.148624 -1.102865 -4.478977 -0.1 0.2 0.1
C -0.329234 0.110946 -4.035893 0.1 -0.2 -0.3
C -0.480457 1.357396 -4.838480 -0.1 0.0 0.2
C 0.445825 -3.414596 -3.383767 0.0 -0.3 0.1
C -0.520722 -4.106483 -4.362086 0.1 0.1 0.1
C 0.301977 -4.043559 -2.001191 0.1 0.2 -0.1
C 1.883405 -3.608104 -3.880826 -0.1 0.1 0.1
N -0.904650 1.715271 -0.778740 0.1 0.5 -0.3
N -0.721162 1.172673 0.440045 0.3 -0.9 0.5
C -0.486118 2.166332 1.289882 -0.1 0.0 -0.2
C -0.515701 3.386607 0.601712 -0.1 -0.1 -0.3
C -0.775300 3.057256 -0.709680 0.1 0.3 0.3
C -0.868814 3.995242 -1.863349 -0.1 -0.2 0.0
C -0.267934 2.026234 2.772739 0.0 -0.1 0.2
C -0.278490 0.563889 3.199865 0.0 0.2 -0.2
C -1.392136 2.784324 3.497432 0.1 -0.1 -0.1
C 1.088256 2.635420 3.148416 -0.1 0.0 -0.1
C -4.198947 -2.378549 0.687371 0.0 -0.1 0.1
C -2.919808 -2.905331 1.321386 -0.2 0.1 -0.1
C -5.119241 -1.829433 1.787297 0.1 -0.1 -0.1
C -4.895846 -3.515216 -0.075166 0.1 0.2 0.1
H -5.596011 1.358201 -2.809818 -0.1 0.0 0.0
H -4.075486 1.245685 -3.702521 0.0 0.1 -0.1
H -4.236676 2.406012 -2.386934 0.0 0.1 0.0
H -5.875625 -0.632062 -1.066110 -0.1 0.0 0.0
H -1.947260 1.751897 -2.720458 0.0 0.2 -0.2
H 0.473911 -1.330834 -5.476878 0.1 -0.1 -0.1
H -0.152980 1.170935 -5.860309 0.0 0.0 0.0
H 0.122570 2.158019 -4.414537 0.0 0.1 0.0
H -1.518234 1.687564 -4.859201 0.0 0.1 0.0
H -1.549026 -3.985437 -4.025951 -0.1 0.0 0.0
H -0.298806 -5.172509 -4.422885 0.0 -0.1 0.0
H -0.436794 -3.682972 -5.362382 0.0 0.0 -0.1
H -0.692632 -3.857816 -1.601395 -0.1 0.0 0.1
H 1.033257 -3.606815 -1.325914 0.0 -0.1 0.1
H 0.473680 -5.119399 -2.048596 0.0 -0.1 0.0
H 2.008725 -3.230614 -4.893597 0.0 0.1 -0.2
H 2.148899 -4.664612 -3.871845 0.0 -0.2 0.0
H 2.575157 -3.078066 -3.234854 0.1 0.0 0.0
H -0.361658 4.375645 0.990374 0.1 0.1 0.1
H -0.739871 5.014389 -1.503571 0.0 0.0 0.0
H -1.831508 3.919218 -2.368122 0.0 0.0 -0.1
H -0.085274 3.783124 -2.588307 0.0 0.0 -0.1
H -1.211911 0.085080 2.913372 -0.1 -0.2 0.0
H -0.149571 0.476119 4.279160 0.0 0.0 0.1
H 0.543167 0.050865 2.709144 0.0 -0.2 0.0
H -2.359939 2.356001 3.242704 -0.1 0.0 0.0
H -1.401345 3.836346 3.215534 0.0 0.1 0.0
H -1.255306 2.717633 4.576777 0.0 0.0 0.1
H 1.869601 2.174911 2.553856 0.1 0.0 -0.1
H 1.309627 2.458154 4.200626 0.0 0.0 0.2
H 1.114661 3.706836 2.964400 0.0 0.2 0.0
H -2.411765 -2.107554 1.851859 0.2 0.0 0.1
H -2.242581 -3.268703 0.555616 0.2 -0.1 0.0
H -3.126902 -3.714714 2.020487 -0.1 -0.1 0.1
H -4.613265 -1.018183 2.307606 0.0 0.1 0.1
H -5.360567 -2.608368 2.511443 0.0 -0.1 0.1
H -6.049277 -1.439493 1.373293 -0.1 0.0 0.0
H -4.233885 -3.887474 -0.855201 0.0 -0.1 -0.1
H -5.818441 -3.175342 -0.546495 -0.1 0.0 0.0
H -5.134240 -4.339355 0.598072 0.0 -0.1 0.1
I 0.699626 -2.861324 1.855699 -0.1 -0.5 0.4
S 4.959061 -2.204466 -1.666941 1.5 -0.4 -0.4
C 3.440544 -1.888797 -1.270980 -1.6 0.3 0.2
N 2.317234 -1.667314 -1.036123 -0.1 0.1 0.2
C 6.251286 3.341864 3.101647 -0.1 -0.1 0.0
C 5.351646 2.287417 3.668289 0.0 -0.1 -0.2
C 5.107872 2.207380 5.024387 -0.1 -0.1 0.0
C 4.255360 1.236294 5.524176 0.0 -0.1 -0.2
Cl 3.972299 1.167388 7.238370 -0.1 0.0 0.4
C 3.630121 0.338448 4.683105 0.1 0.2 0.1
C 3.865958 0.409594 3.320544 0.1 0.0 -0.4
C 4.732154 1.369584 2.794856 0.0 -0.1 0.5
O 5.069106 1.487580 1.498693 0.2 0.3 0.3
C 4.409472 0.668811 0.541730 -0.8 -0.1 -0.6
C 2.928672 1.160746 0.283987 1.2 -0.2 0.1
O 2.789795 2.230165 -0.293163 0.0 0.5 -0.3
O 2.040154 0.403400 0.744711 -1.3 -1.0 0.3
H 6.659089 3.970366 3.889245 0.0 0.1 0.1
H 5.689861 3.955720 2.400854 0.0 0.1 -0.1
H 7.065820 2.880518 2.547145 0.1 0.0 -0.1
H 5.573877 2.912158 5.697460 0.1 0.1 0.1
H 2.956604 -0.413415 5.065402 -0.1 0.0 0.1
H 3.342057 -0.277334 2.673410 -0.1 0.0 -0.1
H 4.425911 -0.382515 0.845144 0.0 0.1 0.0
H 4.974043 0.789783 -0.385629 -0.1 -0.1 0.2
```
Positions in Å, forces in eV/Å.

Results of the Mulliken charge analysis, in e, for atoms 1 through 6:
1. Fe 1.14
2. C -1.47
3. C 0.61
4. C -1.20
5. C -0.29
6. N 0.32


Entry 3:
ORCA calculation (wB97M-V/def2-TZVPD) on a cluster of 2 separate species, F2H2NOP in total at a distorted geometry.

Results
**Energy above the lowest of the compared OMol25 structures with the same formula, charge and spin**: 5.280 eV
**Electronic energy**: -672.2200 hartree
**2S+1**: 1
**Lowest unoccupied orbital energy (spin up / spin down)**: -0.0664 / -0.0665 Ha
**Gap between HOMO and LUMO (spin up / spin down)**: 9.34 / 8.02 eV

XYZ file:
```
7
Properties=species:S:1:pos:R:3:forces:R:3
N -1.227530 1.309614 -0.902851 -0.4 -0.9 0.5
O 0.691555 -1.649378 -0.152543 -1.3 0.4 -0.2
F -1.895186 -0.234963 1.337887 1.2 1.0 -1.4
F -2.350879 -0.980941 -0.723207 -1.2 -0.9 -1.6
P -1.342193 -0.015551 -0.173442 2.2 -0.6 2.1
H -0.621430 2.115435 -0.836632 0.0 -0.4 0.2
H 0.533110 -2.599005 -0.424851 -0.4 1.4 0.3
```
Positions in Å, forces in eV/Å.

Results of the Mulliken charge analysis, in e, for atoms 1 through 6:
1. N -0.45
2. O -0.60
3. F -0.23
4. F -0.14
5. P 0.84
6. H 0.29


Entry 4:
ORCA calculation (wB97M-V/def2-TZVPD) on a structure of composition C2H10O3Rb at a distorted geometry.

Results
**Energy above the lowest of the compared OMol25 structures with the same formula, charge and spin**: 1.284 eV
**Electronic energy**: -331.7789 hartree
**Net charge**: +1
**2S+1**: 1
**Lowest unoccupied orbital energy**: -0.1380 Ha
**Gap between HOMO and LUMO**: 8.90 eV

XYZ file:
```
16
Properties=species:S:1:pos:R:3:forces:R:3
Rb 2.877361 -0.100759 1.538949 -0.2 0.2 -0.2
O -0.311279 2.208451 2.992619 0.4 -0.2 -0.2
H -1.176819 2.608651 2.909439 -0.2 0.1 -0.1
H -0.252829 1.952171 3.913019 -0.1 0.0 0.3
O 2.990441 3.277831 -0.471041 0.0 -0.4 0.2
H 2.834011 3.331271 -1.413871 0.0 0.0 -0.3
H 3.024481 4.189511 -0.181381 0.0 0.3 0.1
C -1.478659 -1.813499 -0.079811 0.4 -0.3 -0.3
C -1.096169 -2.121829 -1.522921 -5.2 -0.3 0.2
O 0.187951 -1.877999 -1.765851 3.3 0.8 -0.5
H -1.329209 -2.745689 0.464979 0.4 0.6 0.8
H -2.488349 -1.456989 0.123979 -0.2 -0.4 -0.6
H -0.875849 -0.929199 0.126909 0.5 -0.3 0.9
H -1.808659 -1.519099 -2.086101 0.3 0.6 -0.7
H -1.420419 -3.115269 -1.832801 0.3 -0.6 0.3
H 0.324001 -1.887549 -2.716111 0.2 0.0 0.0
```
Positions in Å, forces in eV/Å.

Results of the Mulliken charge analysis, in e, for atoms 1 through 6:
1. Rb 0.96
2. O -0.63
3. H 0.32
4. H 0.32
5. O -0.62
6. H 0.32


Entry 5:
ORCA calculation (wB97M-V/def2-TZVPD) on a cluster of 2 separate species, C5H11NOS in total at a distorted geometry.

Results
**Energy above the lowest of the compared OMol25 structures with the same formula, charge and spin**: 8.783 eV
**Electronic energy**: -725.0021 hartree
**2S+1**: 1
**Lowest unoccupied orbital energy**: -0.1038 Ha
**Gap between HOMO and LUMO**: 4.22 eV

XYZ file:
```
19
Properties=species:S:1:pos:R:3:forces:R:3
O 1.386289 -3.242915 1.075584 -0.3 -0.3 -0.8
C 0.817814 -2.655780 0.179280 -0.3 -0.2 1.8
C 0.753103 -1.152255 0.323558 1.3 1.6 0.9
C -0.564214 -0.421353 -0.203511 0.6 -1.5 0.4
C -0.987671 0.525494 0.767854 0.4 1.8 -0.9
S -0.048248 2.012844 1.028040 -0.6 -1.1 -0.4
C -1.327129 3.076145 0.244116 0.7 0.8 1.2
N 2.091134 -0.718089 -0.167026 -1.4 -1.2 -3.7
H 0.348871 -3.167165 -0.662465 -0.1 0.0 -0.2
H 0.782742 -0.874581 1.369989 -0.1 -0.8 0.3
H -1.260490 -1.219918 -0.476347 -0.3 0.3 0.3
H -0.258548 0.088096 -1.134284 0.3 -0.2 -0.4
H -1.970704 0.585268 1.198518 -0.4 -0.2 0.0
H 0.797358 -1.606463 -2.210235 -0.2 0.5 0.0
H -2.284358 2.764798 0.672699 0.0 0.3 -0.4
H -1.246231 2.932485 -0.833346 -0.2 0.2 0.2
H -1.058167 4.118307 0.587332 -0.5 -1.0 -0.7
H 1.948635 -1.250898 -1.137065 1.3 0.9 1.3
H 2.079813 0.205981 -0.622691 -0.3 0.2 1.0
```
Positions in Å, forces in eV/Å.

Results of the Mulliken charge analysis, in e, for atoms 1 through 6:
1. O -0.48
2. C -0.13
3. C -0.64
4. C -0.43
5. C -0.45
6. S 0.02


Entry 6:
ORCA calculation (wB97M-V/def2-TZVPD) on a cluster of 3 separate species, C2H12N2O2 in total at a distorted geometry.

Results
**Energy above the lowest of the compared OMol25 structures with the same formula, charge and spin**: 1.019 eV
**Electronic energy**: -343.3557 hartree
**2S+1**: 1
**Lowest unoccupied orbital energy**: 0.0255 Ha
**Gap between HOMO and LUMO**: 10.53 eV

XYZ file:
```
18
Properties=species:S:1:pos:R:3:forces:R:3
C -0.388507 -0.747105 1.933904 1.1 -1.1 0.7
N 0.500122 0.221520 1.273347 -0.9 0.6 -0.6
C -0.187305 0.803675 0.092392 0.6 0.6 0.3
N -0.257976 -0.020770 -1.088477 -0.7 -0.8 0.1
H -0.392283 -0.629518 3.019994 -0.2 0.5 -0.1
H -1.414569 -0.799693 1.572950 -0.1 0.3 -0.1
H 0.063853 -1.741127 1.845461 -0.3 -0.1 -0.4
H 0.584795 1.029429 1.883294 0.3 -0.2 0.1
H 0.311163 1.731087 -0.202066 0.3 -0.1 0.3
H -1.177526 1.128430 0.428533 -0.4 -0.3 -0.5
H 0.552086 -0.626944 -1.231949 -0.2 0.5 0.1
H -1.073035 -0.630279 -1.054214 0.3 -0.1 0.1
H -2.134573 1.026286 -1.992551 0.2 0.2 -0.6
H -1.897278 1.174430 -3.503778 0.2 -0.1 0.0
O -2.446256 1.490586 -2.785488 -0.4 0.0 0.5
H 2.374764 -1.059664 -0.313157 1.1 -0.2 0.1
H 3.652873 -1.048979 0.483138 0.5 0.4 1.2
O 3.329648 -1.301356 -0.361339 -1.6 -0.1 -1.2
```
Positions in Å, forces in eV/Å.

Results of the Mulliken charge analysis, in e, for atoms 1 through 6:
1. C -0.81
2. N -0.31
3. C -0.85
4. N -0.44
5. H 0.34
6. H 0.27